{
  "formula": "C16H43ClO6PtSi2",
  "method": "wB97M-V/def2-TZVPD",
  "e_lumo_ev": [0.274, -2.062],
  "e_tot_ev": -61086.231,
  "s2": 2.009,
  "multiplicity": 3,
  "e_homo_ev": [-6.96, -8.60],
  "species": ["O", "O", "C", "C", "H", "H", "H", "H", "H", "C", "C", "H", "H", "H", "H", "H", "C", "C", "C", "H", "H", "H", "H", "H", "C", "H", "H", "H", "H", "H", "H", "Pt", "C", "Si", "H", "H", "C", "C", "C", "C", "Si", "H", "H", "C", "C", "C", "H", "H", "H", "H", "H", "H", "H", "H", "H", "H", "H", "H", "H", "H", "H", "H", "H", "H", "O", "Cl", "O", "O", "O"],
  "positions_angstrom": [[-0.30696, 2.19860, -0.28396], [-3.37770, -1.48738, -2.13990], [-1.39529, 2.29669, 0.75383], [-1.51038, 3.72903, 1.19932], [-1.13032, 1.64450, 1.58495], [-2.28123, 1.87383, 0.25699], [-0.62389, 4.02641, 1.76861], [-2.36653, 3.75013, 1.86882], [-1.72472, 4.43590, 0.39528], [-0.81651, 2.20189, -1.66638], [-2.32532, 2.05550, -1.87658], [-0.25502, 1.42066, -2.20375], [-0.50256, 3.19865, -1.98575], [-2.68954, 1.02877, -1.71645], [-2.46272, 2.26708, -2.94479], [-2.93664, 2.79940, -1.33014], [-2.19944, -2.07549, -2.67401], [-3.88567, -2.13924, -0.98755], [-1.91931, -1.43204, -4.01398], [-2.36311, -3.14902, -2.86481], [-1.31138, -1.97621, -2.01183], [-2.76533, -1.49330, -4.70844], [-1.10365, -1.99664, -4.46429], [-1.62972, -0.38409, -3.87958], [-5.40010, -2.01915, -0.97268], [-3.45087, -1.71476, -0.06296], [-3.62317, -3.20180, -1.02204], [-5.70525, -0.97070, -1.04994], [-5.80934, -2.45024, -0.05216], [-5.84776, -2.56287, -1.81500], [-0.35757, -1.02941, 2.87375], [1.44406, 1.38533, 0.39598], [-0.82338, -1.63889, 2.08839], [-0.01784, -3.13775, 2.79899], [-1.89783, -1.55727, 2.08947], [-0.49501, -1.37043, 1.07853], [-1.29489, -3.36091, 4.17670], [1.58681, -2.36580, 3.29042], [0.44964, -4.19630, 1.32657], [2.30421, 3.21163, 0.50217], [3.12302, 2.31584, -0.98848], [2.94210, 3.33826, 1.40008], [1.60865, 4.05969, 0.36202], [2.44322, 3.37557, -2.38360], [2.87547, 0.45182, -1.51103], [4.99143, 2.30419, -0.78346], [0.01385, -3.89448, 0.36048], [0.27801, -5.25823, 1.49303], [1.53779, -4.07751, 1.21269], [-1.23122, -2.46834, 4.82423], [-1.00532, -4.27085, 4.73610], [-2.33991, -3.42573, 3.82308], [1.54111, -1.27087, 3.43446], [2.32221, -2.49409, 2.48702], [1.92622, -2.84179, 4.20693], [2.60755, 0.51100, -2.57338], [2.11458, -0.17951, -1.00846], [3.86046, -0.00368, -1.33895], [5.44840, 2.83466, -1.63105], [5.33978, 1.26365, -0.79988], [5.32180, 2.75281, 0.16220], [3.21662, 3.52960, -3.14482], [2.15109, 4.35689, -1.98510], [1.56684, 2.92182, -2.86587], [4.50811, -1.28181, 2.38419], [4.06704, 0.07800, 2.19584], [5.15437, 0.93642, 1.82465], [3.03362, 0.03060, 1.01267], [3.40434, 0.59179, 3.37262]]
}